162
Properties=species:S:1:pos:R:3 method="wB97M-V/def2-TZVPD" multiplicity=1 total_charge=+1 homo_energy_ha=-0.39433 gap_ev=7.04 molar_mass_g_mol=1191.14
C -1.74 -5.53 0.63
C -0.88 -5.52 -0.62
C 0.56 -5.05 -0.51
O 0.85 -3.68 -0.11
C 0.40 -2.72 -1.01
C -0.63 -1.70 -0.47
C -1.99 -2.24 -1.01
C -3.12 -1.20 -0.95
C -4.46 -1.89 -0.84
F -4.61 -2.81 -1.87
C -0.80 -1.57 1.10
C 0.29 -2.03 2.11
C -0.16 -3.15 3.04
I 0.91 -0.40 3.47
O -0.56 -0.46 -1.16
C 0.61 0.33 -1.39
C 0.59 1.38 -0.29
C -0.80 2.02 -0.10
N -0.65 3.41 0.35
N 0.39 0.92 -2.75
C -0.78 0.55 -3.48
C -1.60 1.66 -4.07
O -1.07 -0.59 -3.68
C 0.89 2.25 -3.19
C 0.58 3.55 -2.56
O 1.48 2.22 -4.22
C 1.94 -0.56 -1.30
C 2.55 -0.67 0.10
C 3.49 0.37 0.70
O 3.32 1.54 0.74
O 4.54 -0.27 1.28
P 3.24 0.49 -2.29
C 3.23 0.00 -4.05
O 4.64 -0.12 -1.73
N 1.63 -2.04 -1.76
N 1.17 -1.94 -3.10
C 1.45 -2.72 -3.99
S 1.84 -3.69 -5.13
P 3.03 -3.26 -1.66
N 4.23 -2.97 -2.59
H -2.55 -6.24 0.49
H -2.19 -4.57 0.86
H -1.17 -5.89 1.48
H -1.37 -5.03 -1.46
H -0.77 -6.56 -0.95
H 1.03 -5.24 -1.48
H 1.11 -5.66 0.20
H -0.06 -3.26 -1.82
H -1.85 -2.49 -2.05
H -2.30 -3.10 -0.42
H -3.04 -0.56 -0.06
H -3.11 -0.61 -1.86
H -4.54 -2.41 0.11
H -5.27 -1.16 -0.88
H -1.74 -2.03 1.40
H -0.97 -0.51 1.27
H 1.23 -2.32 1.67
H 0.34 -3.09 4.00
H -1.23 -3.15 3.19
H 0.15 -4.10 2.61
H 0.83 0.93 0.67
H 1.29 2.18 -0.48
H -1.38 1.44 0.62
H -1.37 2.01 -1.03
H -0.62 3.41 1.37
H -1.53 3.89 0.15
H -1.83 2.45 -3.37
H -2.51 1.22 -4.45
H -1.05 2.11 -4.90
H -0.44 3.64 -2.19
H 1.21 3.76 -1.70
H 0.75 4.32 -3.31
H 1.78 -0.78 0.85
H 3.12 -1.59 0.17
H 4.56 -0.03 2.22
H 3.89 -0.83 -4.28
H 3.63 0.89 -4.55
H 2.23 -0.15 -4.43
H 5.17 -0.60 -2.38
H 3.40 -3.43 -0.33
H 2.43 -4.47 -2.01
H 4.12 -2.14 -3.16
C -2.70 6.92 6.29
O -3.34 5.75 6.75
C -4.28 5.20 5.85
C -3.72 4.02 5.08
O -2.66 4.38 4.21
C -1.37 4.14 4.75
H -1.83 7.09 6.93
H -2.36 6.82 5.26
H -3.36 7.79 6.37
H -4.65 5.96 5.16
H -5.12 4.84 6.45
H -4.51 3.60 4.46
H -3.39 3.25 5.78
H -1.13 3.07 4.72
H -1.28 4.50 5.77
H -0.66 4.69 4.13
C 0.71 9.11 -1.38
O -0.63 9.56 -1.44
C -1.44 8.85 -2.35
C -2.29 7.81 -1.67
O -1.51 6.78 -1.07
C -1.32 6.96 0.32
H 1.16 9.53 -0.48
H 0.77 8.02 -1.33
H 1.28 9.46 -2.25
H -0.83 8.38 -3.13
H -2.10 9.58 -2.83
H -2.94 7.33 -2.41
H -2.94 8.28 -0.92
H -2.21 6.67 0.88
H -1.05 7.99 0.58
H -0.50 6.30 0.62
C 6.52 -5.53 -1.88
O 5.41 -6.22 -2.43
C 5.53 -6.46 -3.82
C 6.01 -7.86 -4.13
O 7.32 -8.09 -3.66
C 7.39 -8.80 -2.44
H 6.48 -5.63 -0.80
H 7.47 -5.93 -2.23
H 6.46 -4.47 -2.14
H 6.21 -5.72 -4.27
H 4.54 -6.32 -4.26
H 6.03 -7.99 -5.22
H 5.32 -8.60 -3.72
H 7.19 -9.86 -2.59
H 6.67 -8.41 -1.71
H 8.39 -8.68 -2.05
C 5.35 -0.82 7.50
O 4.07 -0.23 7.61
C 3.16 -0.64 6.62
C 2.21 -1.71 7.12
O 2.89 -2.92 7.42
C 3.15 -3.10 8.80
H 5.87 -0.65 8.44
H 5.28 -1.90 7.32
H 5.93 -0.35 6.69
H 3.68 -0.99 5.72
H 2.56 0.24 6.34
H 1.49 -1.94 6.32
H 1.66 -1.35 7.98
H 2.25 -3.40 9.34
H 3.55 -2.19 9.26
H 3.90 -3.89 8.89
C -5.81 0.21 -3.67
O -6.90 0.48 -2.81
C -7.37 1.81 -2.88
C -8.59 1.94 -3.77
O -8.30 1.63 -5.12
C -8.69 0.33 -5.50
H -5.71 -0.88 -3.74
H -5.97 0.62 -4.67
H -4.88 0.62 -3.26
H -6.58 2.48 -3.24
H -7.63 2.12 -1.87
H -8.93 2.98 -3.73
H -9.40 1.31 -3.39
H -9.77 0.27 -5.66
H -8.40 -0.42 -4.76
H -8.19 0.10 -6.44